16
Properties=species:S:1:pos:R:3:forces:R:3 method="wB97M-V/def2-TZVPD" lumo_energy_ev="-1.79 / -1.79" homo_ev="-8.2 / -8.2" total_energy_ha=-3243.04573 charge=0
C 1.560 0.817 0.235 2.3 3.0 0.8
C 1.146 0.769 -1.067 0.0 -0.4 0.2
C 0.775 0.615 1.347 0.6 1.5 1.8
C -0.066 0.203 -1.297 0.4 -2.1 -0.2
C -0.428 0.023 1.104 -0.5 -1.5 0.8
C -0.751 -0.324 -0.193 -0.9 -0.7 -1.9
C -1.781 -1.319 -0.548 -1.5 2.0 -0.4
S -2.708 -2.002 0.698 -0.6 -1.5 -0.9
Br -3.457 0.780 -1.298 0.4 -0.8 0.1
H 2.522 1.337 0.356 -0.2 -0.5 0.3
H 1.817 1.056 -1.845 0.2 0.2 -0.4
H 1.054 1.058 2.397 -0.3 -1.4 -2.2
H -0.229 -0.242 -2.274 -0.7 0.7 -0.1
H -0.992 -0.432 1.921 0.3 0.8 -0.1
H -1.953 -1.697 -1.634 0.6 0.6 2.3
H -2.394 -1.209 1.709 0.1 0.3 0.0

---

19
Properties=species:S:1:pos:R:3:forces:R:3 method="wB97M-V/def2-TZVPD" lumo_energy_ev=1.07 smiles="CN/C=C/CCN" homo_ev=-7.1 total_energy_ha=-307.09445 charge=0
C 1.360 2.282 -2.630 0.5 -0.2 0.3
N 0.740 1.780 -1.381 -1.3 0.0 -0.6
C 0.162 0.532 -1.193 0.5 0.2 2.2
C -0.435 0.243 0.054 0.9 0.7 -1.3
C -0.052 -0.864 1.013 1.0 0.1 -0.7
C -1.096 -1.297 2.073 2.6 -2.4 -0.4
N -1.296 -2.768 2.062 0.6 3.3 2.3
H 2.398 2.559 -2.414 0.0 -0.4 0.0
H 1.362 1.476 -3.389 0.0 0.3 0.6
H 1.015 3.194 -3.156 -0.9 -0.4 0.7
H 0.816 2.202 -0.465 0.4 0.8 -0.8
H 0.459 -0.132 -1.978 0.2 -1.1 -0.1
H -1.055 1.038 0.405 0.1 1.0 0.7
H 0.898 -0.729 1.645 -1.0 0.8 -1.1
H 0.389 -1.513 0.236 -0.6 -1.5 0.7
H -0.640 -1.136 3.044 0.1 0.5 0.2
H -1.926 -0.671 2.045 -2.0 0.8 -0.5
H -1.223 -3.172 1.200 -0.6 -1.6 -2.1
H -1.875 -3.022 2.828 -0.6 -1.1 -0.3

---

82
Properties=species:S:1:pos:R:3:forces:R:3 method="wB97M-V/def2-TZVPD" lumo_energy_ev=-10.12 homo_ev=-11.4 total_energy_ha=-6733.54063 charge=+2
C 2.704 -2.967 2.673 -1.5 0.4 0.3
C 2.219 -2.053 1.370 1.1 0.6 -2.3
O 3.042 -1.818 0.344 -3.7 -1.1 4.5
O 0.830 -1.565 1.406 4.9 -1.0 -0.6
C 0.719 -0.167 0.959 0.7 2.4 -1.6
C -0.834 0.393 0.889 0.2 0.0 0.2
B -1.971 -0.733 1.273 0.2 0.8 0.9
O -2.987 -0.383 2.325 0.0 -4.2 -1.5
B -3.881 -1.588 2.371 2.5 0.9 1.4
O -3.194 -2.864 2.763 -0.1 0.5 -4.9
B -2.239 -3.132 1.640 -0.7 4.2 2.0
C -1.419 -4.555 1.706 2.1 1.0 -0.7
F -0.100 -4.422 2.413 -4.0 -1.2 -2.9
F -2.238 -5.466 2.590 -0.4 1.7 -4.0
C -1.258 -5.335 0.273 2.3 -2.0 2.7
F -2.560 -5.317 -0.441 3.0 0.3 0.6
F -1.007 -6.785 0.619 -1.1 4.1 -1.5
C 0.029 -4.866 -0.632 0.7 1.1 -4.5
F 1.342 -5.349 -0.144 -3.9 1.4 -1.0
F -0.172 -5.499 -1.989 0.8 2.1 4.8
F 0.124 -3.408 -0.876 -0.4 -5.6 1.3
O -2.100 -2.078 0.617 0.0 -1.2 3.1
H 2.453 -4.119 2.494 0.7 2.5 0.1
H 3.827 -2.786 2.966 -2.3 -0.4 -1.0
H 2.009 -2.652 3.592 1.5 -0.6 -2.1
H 1.179 -0.007 -0.129 -0.9 -0.7 2.5
H 1.377 0.480 1.698 -1.6 -1.3 -1.5
H -0.930 1.286 1.673 0.1 -1.9 -1.9
H -1.034 0.789 -0.217 0.5 -0.7 2.5
H -5.027 -1.531 2.094 0.0 -0.1 0.1
C 5.771 0.600 -1.291 0.1 0.1 0.6
C 4.727 1.689 -1.434 1.0 -0.6 -0.4
C 4.973 2.884 -0.564 0.9 1.0 0.0
O 3.668 3.413 -0.403 -1.4 -1.3 -0.1
C 2.808 2.355 -0.525 -1.8 1.0 0.7
O 1.619 2.399 -0.263 2.3 -0.3 -0.6
O 3.461 1.243 -0.977 -0.9 0.3 0.3
H 5.436 -0.320 -1.781 -0.2 -0.4 -0.5
H 6.723 0.910 -1.734 -0.2 -0.1 0.0
H 5.943 0.350 -0.238 0.0 0.2 0.0
H 4.621 1.970 -2.489 0.1 0.1 0.1
H 5.633 3.617 -1.034 -0.7 -0.1 0.4
H 5.366 2.630 0.427 0.0 -0.2 -0.1
Ca -4.027 -5.855 1.077 -0.7 -0.3 1.4
F -4.327 1.058 3.006 0.2 -0.4 -0.5
Br -1.627 -6.268 4.380 0.8 -1.9 3.6
Be 3.473 -4.820 -0.583 0.8 0.9 -0.2
C 8.898 3.524 -4.746 0.7 -0.2 -0.4
C 9.224 2.172 -4.118 -0.4 -0.1 -0.6
O 9.469 2.449 -2.741 -0.4 0.9 0.4
S 8.539 3.707 -2.280 0.7 1.2 -0.4
O 7.355 3.181 -1.639 1.8 0.4 -0.7
O 9.388 4.703 -1.669 -1.4 -1.7 -0.4
O 8.125 4.221 -3.770 0.0 -0.8 1.2
H 9.809 4.101 -4.934 -0.1 -0.1 0.0
H 8.334 3.422 -5.677 -0.1 0.1 0.3
H 10.094 1.698 -4.577 0.0 0.1 0.3
H 8.366 1.493 -4.178 0.1 0.0 -0.1
O 6.696 6.005 -1.994 -0.4 -1.8 -0.7
H 6.850 6.847 -1.605 0.4 1.6 0.8
Cl -0.727 -1.884 3.701 -0.5 0.3 -0.1
Be 4.973 -2.454 -0.981 -1.4 -0.3 0.8
C -5.790 0.559 -0.392 0.2 -0.1 -0.2
C -6.685 1.788 -0.449 0.0 0.2 0.1
C -7.226 2.200 0.925 0.0 0.1 0.0
C -8.121 1.162 1.608 0.1 -0.1 0.0
C -9.350 0.736 0.804 -0.1 0.0 0.2
C -10.314 1.884 0.537 -0.1 0.0 -0.2
H -6.331 -0.318 -0.025 0.0 0.0 0.0
H -5.412 0.322 -1.390 0.0 0.0 0.0
H -4.932 0.736 0.265 -0.1 0.0 0.1
H -7.509 1.612 -1.150 0.1 0.0 0.1
H -6.106 2.624 -0.861 -0.1 -0.1 0.0
H -7.773 3.144 0.817 0.0 -0.1 0.0
H -6.380 2.420 1.587 0.0 0.0 0.0
H -8.448 1.568 2.573 0.0 -0.1 -0.1
H -7.530 0.269 1.845 0.0 0.1 0.0
H -9.883 -0.042 1.365 0.1 0.1 -0.1
H -9.052 0.278 -0.145 0.0 0.0 0.0
H -10.667 2.321 1.476 0.0 0.0 -0.1
H -11.185 1.523 -0.019 0.1 0.1 0.1
H -9.846 2.673 -0.058 -0.1 0.0 0.1

---

15
Properties=species:S:1:pos:R:3:forces:R:3 method="wB97M-V/def2-TZVPD" lumo_energy_ev="0.28 / -2.28" homo_ev="-6.6 / -8.9" total_energy_ha=-730.11338 charge=0 spin_multiplicity=3
B -1.239 1.670 -0.393 0.4 -0.2 0.1
C 0.548 -0.052 0.228 -0.9 -1.1 0.1
C -1.408 -0.890 -1.046 2.0 1.8 1.6
C -0.634 0.197 -0.387 -1.1 -1.1 -1.0
C 1.063 -1.413 0.597 2.0 0.8 -0.9
O -0.941 2.488 -1.443 -0.4 0.4 -0.3
O -1.959 2.043 0.711 0.6 -1.4 0.1
S -2.881 -0.694 -1.741 -1.5 0.1 -0.7
H 1.047 0.793 0.557 1.2 1.5 0.9
H -0.930 -1.833 -1.183 0.1 -0.6 -0.1
H 0.824 -1.678 1.630 0.6 0.3 0.2
H 2.233 -1.515 0.320 -2.8 -0.1 0.8
H 0.412 -2.041 0.035 0.3 -1.2 -0.5
H -1.353 3.367 -1.445 0.2 -0.4 0.1
H -2.616 2.709 0.688 -0.7 1.2 -0.2

---

56
Properties=species:S:1:pos:R:3:forces:R:3 method="wB97M-V/def2-TZVPD" lumo_energy_ev=2.07 homo_ev=-3.9 total_energy_ha=-1327.97928 charge=-1
C -2.397 -0.124 1.076 -0.1 0.0 0.0
C -1.744 -0.013 2.445 0.0 -0.1 0.2
S -0.321 1.121 2.556 -0.3 0.3 -0.2
C 0.734 0.705 1.166 -0.1 -0.4 0.4
Nb 2.321 2.233 0.669 2.0 0.3 0.0
N 3.777 3.492 0.302 -0.4 0.3 0.3
C 3.535 4.738 0.256 0.0 0.2 -0.2
C 3.471 5.617 1.491 0.3 -0.1 0.0
C 3.254 5.441 -1.054 0.2 -0.2 -0.1
H -1.671 -0.373 0.302 0.0 0.0 0.0
H -2.881 0.814 0.801 0.1 0.0 -0.1
H -3.165 -0.905 1.079 0.0 0.0 0.0
H -2.467 0.415 3.146 0.0 0.0 0.0
H -1.497 -1.008 2.829 0.1 0.0 -0.1
H 0.148 0.501 0.273 0.0 0.2 0.0
H 1.297 -0.197 1.417 -0.1 -0.1 -0.1
H 1.097 2.897 -0.573 -0.1 -0.2 0.2
H 2.767 0.999 -0.658 -0.6 0.1 -0.1
H 3.222 1.300 2.023 -0.3 -0.1 0.1
H 1.411 3.367 1.829 -0.4 -0.1 -0.4
H 3.537 6.676 1.240 -0.1 0.0 0.0
H 4.291 5.360 2.161 -0.1 -0.1 0.0
H 2.536 5.408 2.010 0.0 0.0 0.0
H 3.600 4.821 -1.878 -0.1 0.0 0.0
H 2.171 5.568 -1.145 0.0 0.1 0.0
H 3.738 6.419 -1.100 -0.1 0.0 0.0
C -0.633 -3.782 -1.498 0.1 0.1 -0.1
C -0.023 -2.932 -0.405 -0.1 0.0 0.1
O 0.831 -2.113 -0.632 0.0 -0.1 -0.2
C -0.546 -3.156 0.994 0.2 0.1 0.1
H -0.177 -3.526 -2.452 0.0 0.0 0.0
H -0.479 -4.841 -1.280 0.0 0.0 0.0
H -1.711 -3.620 -1.540 0.0 0.0 0.0
H -0.381 -4.191 1.298 0.0 0.0 0.0
H -1.620 -2.970 1.028 0.0 -0.1 0.0
H -0.031 -2.478 1.670 0.0 0.0 0.0
C -0.194 2.524 -3.857 0.0 0.0 0.0
C 0.138 3.917 -3.380 0.1 -0.3 0.1
O -0.519 4.469 -2.535 -0.1 0.3 -0.1
C 1.361 4.560 -3.995 0.0 0.1 0.0
H -1.074 2.163 -3.332 0.0 0.0 0.0
H -0.371 2.522 -4.935 0.0 0.0 0.0
H 0.646 1.858 -3.648 0.0 0.0 0.0
H 1.243 4.638 -5.079 0.0 0.0 0.0
H 2.237 3.941 -3.795 0.0 0.0 0.0
H 1.509 5.548 -3.568 0.0 0.0 0.0
C -4.080 -6.205 2.442 0.0 0.1 0.0
C -2.960 -6.299 1.434 0.0 0.0 0.1
O -2.694 -5.384 0.693 -0.1 -0.1 -0.1
C -2.183 -7.595 1.407 0.0 0.0 -0.1
H -4.558 -5.231 2.369 0.0 0.0 0.0
H -4.815 -6.991 2.261 0.0 0.0 0.0
H -3.688 -6.346 3.451 0.0 0.0 0.0
H -2.853 -8.430 1.190 0.0 0.0 0.0
H -1.731 -7.781 2.383 0.0 0.0 0.0
H -1.406 -7.542 0.648 0.0 0.0 0.0

---

156
Properties=species:S:1:pos:R:3:forces:R:3 method="wB97M-V/def2-TZVPD" lumo_energy_ev="1.92 / 1.55" homo_ev="-4.3 / -4.3" total_energy_ha=-3046.68547 charge=-1 spin_multiplicity=3
Pd -2.446 0.464 -0.008 -0.4 -0.3 -0.1
C -2.287 -4.466 -0.768 0.0 0.0 -0.7
C -3.724 -3.997 -0.461 0.2 -0.8 -0.2
C -4.366 -5.182 0.279 -1.3 -0.1 -0.1
C -5.698 -4.810 0.919 0.4 0.3 -0.3
C -5.472 -3.679 1.896 0.2 -0.3 0.5
C -4.872 -2.423 1.227 -0.6 -0.5 -0.3
N -3.701 -2.825 0.408 0.7 0.1 1.2
O -3.111 -1.730 -0.231 0.0 0.1 -1.0
C -4.375 -1.496 2.328 -0.1 0.5 0.0
C -5.995 -1.682 0.453 0.2 -0.1 0.1
C -4.411 -3.780 -1.817 0.2 0.4 -0.7
H -1.654 -3.685 -1.194 -0.1 0.3 0.4
H -2.352 -5.207 -1.572 -0.1 -0.2 0.2
H -1.801 -4.931 0.091 -0.1 0.1 -0.1
H -3.725 -5.627 1.044 0.2 0.2 0.0
H -4.641 -5.987 -0.411 0.6 0.0 -0.3
H -6.144 -5.718 1.330 -0.1 0.2 0.4
H -6.393 -4.426 0.164 0.0 -0.3 -0.2
H -4.752 -3.968 2.671 -0.1 -0.3 0.0
H -6.415 -3.482 2.414 0.1 0.5 0.0
H -5.159 -1.387 3.082 0.0 0.1 0.0
H -4.141 -0.513 1.914 -0.1 0.0 0.1
H -3.466 -1.821 2.837 -0.1 -0.4 -0.1
H -6.495 -2.299 -0.294 0.2 -0.1 -0.1
H -5.598 -0.789 -0.027 0.0 0.0 0.0
H -6.779 -1.396 1.159 0.1 0.2 0.1
H -4.660 -4.726 -2.306 -0.2 -0.1 0.3
H -3.717 -3.310 -2.519 0.0 0.2 0.2
H -5.281 -3.127 -1.786 -0.1 -0.2 0.1
C -0.425 2.944 0.625 0.5 0.3 -0.9
C 0.740 2.115 0.057 0.8 0.0 2.1
C 1.642 1.718 1.270 0.9 -0.3 0.8
C 2.630 0.558 1.036 -0.6 0.7 -1.2
C 1.916 -0.602 0.366 0.6 -0.5 0.9
C 1.017 -0.288 -0.823 1.1 -0.6 0.0
N 0.184 0.882 -0.509 -1.0 -0.3 -1.9
O -0.773 1.056 -1.446 0.7 0.1 1.0
C 0.205 -1.561 -1.090 -0.4 -0.1 0.1
C 1.935 -0.042 -2.037 0.0 0.4 -0.6
C 1.608 2.983 -0.863 -0.4 -0.1 -0.9
H -0.041 3.821 1.151 0.1 -0.1 0.1
H -1.079 2.371 1.278 0.0 -0.1 -0.1
H -0.982 3.325 -0.233 -0.3 -0.1 0.2
H 1.069 1.514 2.179 -0.4 -0.2 -0.3
H 2.266 2.562 1.584 -0.3 0.4 -0.3
H 3.174 0.230 1.922 -0.3 0.1 0.2
H 3.423 0.891 0.355 0.0 0.2 0.0
H 1.326 -1.139 1.116 0.0 -0.1 0.0
H 2.725 -1.257 0.024 -0.4 -0.4 -0.1
H -0.539 -1.780 -0.321 -0.2 0.4 -0.1
H 0.859 -2.436 -1.052 0.3 0.2 -0.1
H -0.269 -1.556 -2.072 -0.2 0.1 0.1
H 2.190 -0.953 -2.582 0.0 -0.2 0.4
H 2.864 0.441 -1.731 0.0 0.0 -0.1
H 1.481 0.567 -2.821 0.1 0.3 0.3
H 1.805 3.943 -0.386 -0.1 -0.1 0.2
H 1.087 3.185 -1.803 -0.1 0.1 0.0
H 2.570 2.556 -1.149 0.0 -0.2 0.2
F -3.452 2.034 1.116 0.3 0.5 0.1
C -0.210 6.366 -1.465 0.6 -0.1 0.8
O -0.509 7.718 -1.161 -0.1 0.2 -0.2
H -0.655 6.055 -2.411 0.1 -0.2 0.1
H 0.879 6.273 -1.482 0.0 0.2 -0.5
H -0.475 5.719 -0.622 -0.5 -0.1 -0.3
H -1.446 7.845 -1.327 0.0 0.1 0.1
C -1.618 -0.348 -4.467 -0.5 -0.3 0.9
O -0.396 0.335 -4.310 0.6 0.0 -0.2
H -2.430 0.357 -4.654 0.0 -0.1 -0.3
H -1.545 -1.121 -5.233 0.1 0.3 -0.3
H -1.882 -0.880 -3.546 0.0 0.1 0.0
H -0.226 0.496 -3.369 -0.5 0.0 0.0
C -1.892 7.834 2.179 -0.5 -0.3 1.0
O -1.284 6.561 2.125 0.1 0.2 -0.6
H -2.688 7.822 2.938 -0.1 0.0 0.0
H -1.164 8.556 2.545 0.1 0.1 -0.4
H -2.379 8.169 1.260 0.4 0.0 -0.3
H -1.871 5.977 1.610 0.0 -0.1 0.4
C 1.758 -1.238 4.164 0.5 0.3 0.3
O 1.205 -1.161 5.468 -0.3 -0.3 0.1
H 2.158 -2.245 4.048 -0.2 -0.1 -0.1
H 1.039 -1.015 3.373 0.0 -0.1 0.0
H 2.613 -0.556 4.103 0.0 0.1 -0.3
H 0.901 -0.268 5.646 0.0 0.0 -0.2
C -2.777 3.687 4.187 -0.8 -0.4 -1.1
O -3.813 2.764 3.844 0.0 0.0 0.3
H -2.878 4.575 3.557 0.3 0.2 0.2
H -2.927 3.974 5.225 0.3 -0.1 0.1
H -1.818 3.210 3.966 0.3 0.3 0.5
H -3.709 2.501 2.912 0.0 -0.1 -0.1
C 0.884 -5.885 0.685 -0.3 -0.4 0.6
O 1.308 -4.555 0.913 -0.1 -0.1 0.0
H 1.394 -6.587 1.353 0.4 0.2 -0.2
H -0.164 -6.017 0.974 -0.1 0.1 -0.4
H 1.023 -6.203 -0.350 0.0 0.1 0.0
H 0.502 -4.045 1.062 -0.1 0.4 0.0
C 5.067 -2.231 2.508 0.3 -0.7 -0.8
O 5.662 -0.991 2.833 0.0 0.4 0.4
H 5.541 -2.675 1.628 -0.2 0.2 -0.2
H 5.129 -3.024 3.258 0.1 0.4 0.5
H 4.018 -2.050 2.287 0.0 0.1 0.0
H 6.622 -0.987 2.770 0.0 -0.7 0.0
C 4.453 -3.118 -3.703 0.9 0.4 -0.1
O 3.923 -3.569 -4.930 -0.5 0.1 0.2
H 4.451 -3.891 -2.928 0.0 0.0 0.0
H 5.484 -2.825 -3.914 0.1 -0.2 0.2
H 4.015 -2.197 -3.300 -0.4 -0.2 -0.1
H 3.007 -3.837 -4.770 0.0 -0.2 -0.2
C 5.904 -0.493 -0.802 -0.4 -0.8 0.0
O 6.437 -0.478 -2.118 0.0 0.3 0.2
H 6.091 0.445 -0.279 0.0 -0.1 0.2
H 4.835 -0.740 -0.803 -0.1 0.5 -0.1
H 6.323 -1.350 -0.271 0.5 0.3 0.0
H 6.268 0.407 -2.455 0.0 -0.1 -0.3
C -1.529 -4.049 2.816 -0.9 0.4 0.6
O -1.346 -3.138 1.754 1.2 -0.1 0.1
H -1.727 -5.087 2.533 0.3 0.0 -0.5
H -0.669 -4.009 3.483 0.1 0.0 -0.1
H -2.409 -3.758 3.401 0.0 0.0 0.1
H -2.187 -2.982 1.243 -0.8 -0.4 -0.1
C -3.521 5.113 -0.219 -0.1 -2.0 -2.1
O -3.255 4.855 1.116 -0.1 1.1 1.0
H -3.499 6.138 -0.591 0.5 0.3 0.9
H -2.823 4.497 -0.805 0.2 0.5 -0.3
H -4.476 4.732 -0.608 -0.3 0.0 0.7
H -3.228 3.894 1.284 -0.2 -0.4 -0.5
C 5.992 2.617 2.009 -0.7 -0.4 -0.5
O 6.030 1.774 3.141 0.8 0.3 0.3
H 6.181 3.662 2.249 0.0 -0.1 0.5
H 6.722 2.363 1.233 0.0 -0.2 0.0
H 4.980 2.537 1.596 0.1 0.3 -0.4
H 5.991 0.846 2.869 -0.5 0.3 0.0
C 4.220 5.094 -1.959 -0.1 1.4 -0.1
O 4.764 4.602 -3.168 0.1 -0.7 0.2
H 3.137 4.987 -1.877 0.0 -0.3 -0.1
H 4.692 4.674 -1.073 0.1 -0.5 -0.3
H 4.431 6.171 -1.921 -0.1 0.0 0.3
H 4.470 5.163 -3.888 -0.1 0.0 0.0
C 0.296 -4.354 -3.719 0.2 -0.1 -0.3
O 1.107 -4.650 -4.871 0.0 0.4 0.1
H -0.048 -5.318 -3.346 -0.2 0.2 0.2
H 0.866 -3.824 -2.955 0.1 -0.2 0.0
H -0.528 -3.700 -4.010 -0.2 -0.2 0.2
H 0.819 -4.056 -5.569 0.1 -0.1 -0.1
C 1.917 2.758 -4.948 -0.6 0.1 -0.3
O 1.093 2.115 -5.907 0.1 0.1 -0.1
H 1.979 3.824 -5.181 0.0 0.0 -0.2
H 1.434 2.707 -3.969 0.4 -0.2 0.2
H 2.929 2.351 -4.963 0.0 -0.1 0.3
H 0.567 1.436 -5.450 0.1 0.1 0.0
C -1.520 0.106 3.146 -0.6 -1.3 1.0
O -1.498 -0.435 1.831 0.7 1.3 0.7
H -1.000 1.042 3.351 0.4 0.0 -0.8
H -2.534 0.259 3.528 -0.2 0.1 -0.4
H -1.118 -0.701 3.769 0.3 0.4 0.4
H -1.365 -1.391 1.911 -0.1 -0.3 -0.2